Record 1
A 7-piece molecular cluster, C4H21N2O8 overall in a non-equilibrium geometry, computed with ωB97M-V with the def2-TZVPD basis set.

```
35
Properties=species:S:1:pos:R:3
N -0.260 1.098 -0.436
C -1.373 0.207 -0.812
C -1.005 -0.444 -2.108
N -1.588 -1.615 -2.373
C -2.064 -2.682 -1.327
C -1.393 -2.831 0.003
O -1.740 -2.137 1.045
O -0.174 0.117 -2.830
H 0.425 0.423 0.024
H 0.111 1.546 -1.273
H -0.498 1.852 0.215
H -1.548 -0.529 -0.020
H -2.309 0.772 -0.864
H -1.457 -1.907 -3.334
H -1.781 -3.621 -1.826
H -3.146 -2.588 -1.378
H -0.428 -3.356 -0.039
H 3.252 0.212 -2.990
H 1.874 0.520 -2.459
O 2.705 0.080 -2.204
H 0.757 1.573 4.117
H -0.651 1.243 4.531
O -0.119 1.391 3.738
H -1.701 3.100 1.860
H -0.250 2.953 2.286
O -0.799 3.142 1.513
H 2.321 -0.704 -0.207
H 1.427 -1.293 1.029
O 1.440 -0.771 0.195
H 2.466 -2.448 2.805
H 1.174 -1.815 3.211
O 1.572 -2.268 2.456
H 2.156 3.748 -1.404
H 1.264 3.630 -0.108
O 1.340 3.402 -1.037
```

Calculated values
**2S+1**: 2
**Energy**: -23846.693 eV
**Energy above the lowest of the compared OMol25 structures with the same formula, charge and spin**: 0.000 eV
**⟨S²⟩**: 0.754
**Net charge**: 0

Here are the natural (NBO) charges for atoms 1 to 5, given in e: -0.73, -0.38, 0.67, -0.62, -0.32


Record 2
A 2-piece molecular cluster, C4H9NO2 overall, computed with ωB97M-V with the def2-TZVPD basis set.

```
16
Properties=species:S:1:pos:R:3
C -2.442 -0.645 -0.316
C -0.601 0.733 -1.125
O -0.136 1.734 -0.626
C -0.905 -0.547 -0.399
C 2.415 -0.134 -0.274
O 3.051 -1.155 -0.443
N 2.436 0.635 0.842
H -2.793 -0.313 0.664
H -2.802 -1.659 -0.497
H -2.914 0.006 -1.063
H -0.892 0.721 -2.198
H 1.736 0.279 -1.035
H -0.433 -0.535 0.587
H -0.486 -1.389 -0.966
H 3.080 0.405 1.583
H 1.850 1.453 0.912
```

Calculated values
**Energy**: -9878.827 eV
**Energy above the lowest of the compared OMol25 structures with the same formula, charge and spin**: 1.234 eV
**Net charge**: 0

Here are the natural (NBO) charges for atoms 1 to 5, given in e: -0.60, 0.45, -0.55, -0.53, 0.52


Record 3
C32H37N4P2ReSSe as an isolated structure in a non-equilibrium geometry, computed with ωB97M-V with the def2-TZVPD basis set.

```
78
Properties=species:S:1:pos:R:3
Re 1.183 0.437 0.810
C 2.716 -0.944 3.338
C 1.802 -2.020 2.779
N 0.482 -1.446 2.428
C -0.374 -1.340 3.637
C -0.203 -0.101 4.384
S 1.042 2.296 2.231
C 2.454 2.111 3.384
C 3.567 1.291 2.757
N 3.043 0.004 2.262
H 2.182 -0.429 4.145
H 3.622 -1.397 3.753
H 2.247 -2.442 1.874
H 1.703 -2.825 3.512
H 0.026 -2.128 1.815
H -1.433 -1.386 3.320
H -0.226 -2.213 4.288
H -0.079 0.822 3.839
H -0.421 -0.064 5.437
H 2.781 3.122 3.628
H 2.077 1.655 4.302
H 3.977 1.832 1.902
H 4.370 1.137 3.490
H 3.781 -0.425 1.698
C -1.653 -0.116 -2.691
N -0.771 0.073 -1.542
P -0.595 1.499 -0.605
C -0.509 2.854 -1.795
C -1.672 3.175 -2.507
C -1.634 4.179 -3.459
C -0.461 4.884 -3.685
C 0.680 4.590 -2.954
C 0.662 3.574 -2.014
C -2.010 1.821 0.484
C -2.311 0.853 1.441
C -3.324 1.057 2.354
C -4.037 2.248 2.327
C -3.723 3.227 1.399
C -2.696 3.033 0.488
P -0.026 -1.243 -0.748
C 1.331 -1.913 -1.753
C 1.858 -3.132 -1.315
C 2.844 -3.760 -2.048
C 3.328 -3.160 -3.203
C 2.834 -1.930 -3.616
C 1.851 -1.288 -2.882
C -1.333 -2.514 -0.861
C -2.478 -2.440 -0.069
C -3.582 -3.217 -0.366
C -3.554 -4.074 -1.457
C -2.401 -4.182 -2.220
C -1.288 -3.416 -1.927
H -1.781 0.828 -3.217
H -2.632 -0.492 -2.392
H -1.201 -0.832 -3.380
H -2.603 2.663 -2.306
H -2.528 4.416 -4.021
H -0.444 5.672 -4.423
H 1.579 5.163 -3.112
H 1.540 3.346 -1.429
H -1.719 -0.056 1.451
H -3.566 0.302 3.087
H -4.831 2.408 3.038
H -4.285 4.147 1.373
H -2.442 3.814 -0.212
H 1.447 -3.604 -0.429
H 3.230 -4.713 -1.721
H 4.092 -3.654 -3.782
H 3.215 -1.475 -4.516
H 1.459 -0.331 -3.195
H -2.526 -1.763 0.771
H -4.464 -3.148 0.251
H -4.427 -4.653 -1.709
H -2.366 -4.861 -3.058
H -0.403 -3.510 -2.539
Se 4.364 1.849 -2.476
C 3.232 1.311 -1.319
N 2.415 0.945 -0.529
```

Calculated values
**2S+1**: 4
**Energy**: -136607.126 eV
**Energy above the lowest of the compared OMol25 structures with the same formula, charge and spin**: 4.118 eV
**⟨S²⟩**: 3.820
**Net charge**: +3

Here are the Mulliken charges for atoms 1 to 5, given in e: 0.72, -0.76, -0.75, -0.12, -0.31


Record 4
C33H22InN12O2 as an isolated structure, computed with ωB97M-V with the def2-TZVPD basis set.

```
70
Properties=species:S:1:pos:R:3
In -0.228 0.187 0.127
O -4.608 2.340 2.997
C -5.142 1.919 1.842
C -6.520 2.093 1.687
C -7.149 1.694 0.530
C -6.428 1.106 -0.514
C -5.075 0.925 -0.369
C -4.404 1.318 0.802
C -2.966 1.068 0.881
O -2.393 0.440 -0.066
N -2.320 1.516 1.985
N -1.027 1.188 1.964
C -0.208 1.492 2.892
C 1.160 0.971 2.761
C 2.110 1.178 3.750
C 3.364 0.607 3.614
C 3.640 -0.166 2.495
C 2.652 -0.317 1.542
N 1.446 0.242 1.664
H -3.639 2.192 2.955
H -7.067 2.553 2.498
H -8.216 1.843 0.429
H -6.927 0.807 -1.425
H -4.489 0.484 -1.165
H -0.498 2.070 3.764
H 1.856 1.776 4.614
H 4.116 0.757 4.376
H 4.600 -0.640 2.357
H 2.816 -0.902 0.646
C 3.247 1.083 -2.921
C 2.726 0.754 -1.678
N 1.691 -0.069 -1.567
C 1.152 -0.542 -2.691
C 1.649 -0.161 -3.935
N 2.702 0.637 -4.046
C 0.012 -1.475 -2.525
C -0.413 -2.317 -3.537
C -1.442 -3.215 -3.290
C -1.972 -3.268 -2.003
C -1.511 -2.394 -1.038
N -0.560 -1.495 -1.318
C -1.964 -2.448 0.375
C -3.085 -3.159 0.787
N -3.446 -3.226 2.061
C -2.690 -2.582 2.939
C -1.582 -1.846 2.540
N -1.226 -1.781 1.264
C -1.939 -4.118 -4.352
C -3.295 -4.396 -4.469
C -3.715 -5.242 -5.485
N -2.887 -5.814 -6.353
C -1.590 -5.546 -6.234
C -1.068 -4.706 -5.261
H 4.109 1.733 -3.006
H 3.138 1.174 -0.770
H 1.170 -0.473 -4.853
H 0.036 -2.262 -4.517
H -2.712 -4.016 -1.761
H -3.723 -3.669 0.076
H -2.971 -2.641 3.982
H -0.985 -1.296 3.256
H -4.023 -3.941 -3.810
H -4.768 -5.464 -5.608
H -0.932 -6.026 -6.948
H 0.000 -4.543 -5.208
N -1.238 0.717 -4.718
C -1.277 1.506 -3.873
N -1.324 2.412 -2.904
C -0.624 2.224 -1.874
N 0.015 2.059 -0.889
```

Calculated values
**Energy**: -61723.698 eV
**Energy above the lowest of the compared OMol25 structures with the same formula, charge and spin**: 0.156 eV
**Net charge**: +1

Here are the natural (NBO) charges for atoms 1 to 5, given in e: 1.81, -0.66, 0.37, -0.27, -0.14


Record 5
A 2-piece molecular cluster, C28H36N3 overall in a non-equilibrium geometry, computed with ωB97M-V with the def2-TZVPD basis set.

```
67
Properties=species:S:1:pos:R:3
C 4.263 -3.448 -1.203
C 5.441 -2.514 -1.474
N 5.087 -1.149 -1.198
C 6.058 -0.093 -1.015
C 5.194 1.173 -0.779
C 3.787 0.683 -0.847
C 2.564 1.292 -0.678
C 1.359 0.516 -0.813
C 0.116 1.100 -0.432
C -1.166 0.464 -0.554
C -2.321 1.252 -0.886
C -3.557 0.653 -0.994
C -3.643 -0.738 -0.821
N -4.908 -1.175 -0.980
C -5.310 -2.533 -0.740
C -4.140 -3.483 -0.982
C -2.820 -3.023 -0.334
C -2.566 -1.565 -0.480
C -1.344 -0.935 -0.281
C -5.839 -0.085 -1.156
C -4.931 1.168 -1.256
C 1.465 -0.830 -1.316
C 2.687 -1.483 -1.371
C 3.821 -0.693 -1.135
C 2.912 -2.915 -1.716
H 4.474 -4.421 -1.653
H 4.189 -3.598 -0.120
H 6.302 -2.776 -0.841
H 5.769 -2.607 -2.526
H 6.707 -0.315 -0.154
H 6.705 0.004 -1.902
H 5.419 1.630 0.191
H 5.403 1.922 -1.553
H 2.499 2.346 -0.403
H 0.123 2.180 -0.262
H -2.210 2.330 -1.029
H -5.678 -2.644 0.298
H -6.150 -2.759 -1.411
H -4.403 -4.475 -0.608
H -3.989 -3.575 -2.064
H -2.829 -3.292 0.732
H -1.982 -3.570 -0.783
H -0.512 -1.518 0.130
H -6.449 -0.244 -2.058
H -6.531 -0.014 -0.301
H -5.237 1.932 -0.531
H -5.008 1.615 -2.254
H 0.567 -1.372 -1.622
H 2.873 -3.039 -2.809
H 2.093 -3.516 -1.304
C -2.134 3.211 1.929
C -1.021 2.513 2.679
C -0.441 3.420 3.776
C 1.066 3.190 3.797
C 1.397 2.333 2.566
N 0.118 2.036 1.861
H -2.938 3.468 2.634
H -1.785 4.146 1.465
H -2.572 2.578 1.152
H -1.447 1.600 3.128
H -0.670 4.463 3.547
H -0.918 3.181 4.730
H 1.633 4.122 3.796
H 1.347 2.640 4.698
H 2.079 2.832 1.865
H 1.882 1.386 2.855
H 0.051 1.019 1.799
```

Calculated values
**Energy**: -34084.943 eV
**Energy above the lowest of the compared OMol25 structures with the same formula, charge and spin**: 0.483 eV
**Net charge**: +1

Here are the natural (NBO) charges for atoms 1 to 5, given in e: -0.40, -0.21, -0.37, -0.20, -0.44


Record 6
A 2-piece molecular cluster, C5H13NO2 overall in a non-equilibrium geometry, computed with ωB97M-V with the def2-TZVPD basis set.

```
21
Properties=species:S:1:pos:R:3
C 0.532 2.300 0.452
N 0.353 0.927 0.148
C 1.525 0.151 0.179
C 1.285 -0.859 -0.916
C 0.551 -2.133 -0.565
O 0.380 -2.454 0.603
C -0.846 3.088 0.018
H 0.729 2.404 1.558
H 1.437 2.651 -0.219
H -0.413 0.497 0.697
H 1.889 -0.307 1.121
H 2.507 0.695 -0.001
H 0.697 -0.416 -1.661
H 2.175 -1.107 -1.562
H 0.266 -2.725 -1.440
H -1.292 2.611 -0.856
H -1.669 3.082 0.685
H -0.580 4.063 -0.371
H -3.360 -0.845 -0.691
H -2.221 -1.810 0.287
O -2.995 -1.367 0.199
```

Calculated values
**2S+1**: 2
**Energy**: -10969.838 eV
**Energy above the lowest of the compared OMol25 structures with the same formula, charge and spin**: 2.985 eV
**⟨S²⟩**: 0.754
**Net charge**: +1

Here are the natural (NBO) charges for atoms 1 to 5, given in e: -0.29, -0.12, -0.32, -0.53, 0.43